{"formula": "C40H41BrCsN9OS", "method": "ωB97M-V/def2-TZVPD", "de_lowest_kj_mol": 46.03, "total_energy_ev": -139020.295, "charge": 2, "gap_ev": 8.11, "elements": ["Cs", "C", "C", "C", "C", "N", "C", "C", "C", "C", "C", "C", "N", "C", "C", "C", "C", "C", "N", "H", "H", "H", "H", "H", "H", "H", "H", "H", "H", "H", "C", "C", "N", "C", "C", "C", "C", "C", "C", "C", "C", "C", "N", "C", "H", "H", "H", "H", "H", "H", "H", "H", "Br", "C", "C", "C", "N", "C", "C", "H", "H", "H", "H", "S", "C", "N", "C", "C", "C", "C", "H", "H", "H", "H", "H", "C", "O", "H", "H", "H", "H", "N", "C", "C", "N", "H", "H", "H", "H", "H", "H", "H", "H", "H"], "xyz": [[-0.340, 0.466, 1.233], [1.527, 3.779, 4.269], [2.150, 2.962, 5.197], [2.758, 1.798, 4.758], [2.729, 1.489, 3.401], [2.119, 2.267, 2.505], [1.534, 3.382, 2.942], [3.395, 0.246, 2.907], [4.605, -0.145, 3.473], [5.176, -1.332, 3.059], [4.524, -2.083, 2.098], [3.335, -1.604, 1.554], [2.780, -0.456, 1.953], [2.609, -2.420, 0.529], [3.278, -3.405, -0.199], [2.553, -4.240, -1.033], [1.189, -4.040, -1.165], [0.618, -3.001, -0.446], [1.297, -2.215, 0.385], [1.044, 4.702, 4.560], [2.162, 3.224, 6.247], [3.235, 1.128, 5.460], [1.041, 3.987, 2.188], [5.087, 0.473, 4.217], [6.108, -1.676, 3.487], [4.930, -3.038, 1.800], [4.345, -3.537, -0.100], [3.049, -5.049, -1.558], [0.576, -4.674, -1.792], [-0.445, -2.801, -0.527], [-2.908, -2.474, -2.860], [-2.298, -1.468, -2.103], [-2.584, -1.224, -0.838], [-3.523, -1.987, -0.232], [-4.216, -2.999, -0.920], [-3.879, -3.234, -2.263], [-5.246, -3.753, -0.264], [-5.566, -3.504, 1.019], [-4.864, -2.501, 1.767], [-5.167, -2.242, 3.115], [-4.450, -1.297, 3.797], [-3.422, -0.631, 3.117], [-3.114, -0.842, 1.857], [-3.834, -1.754, 1.170], [-2.625, -2.623, -3.893], [-1.543, -0.835, -2.558], [-4.398, -4.010, -2.812], [-5.763, -4.517, -0.829], [-6.351, -4.061, 1.515], [-5.962, -2.798, 3.597], [-4.654, -1.071, 4.834], [-2.823, 0.109, 3.641], [-1.547, 7.415, 3.693], [-1.769, 5.630, 3.148], [-2.092, 4.652, 4.074], [-2.219, 3.350, 3.617], [-2.046, 2.985, 2.348], [-1.750, 3.947, 1.473], [-1.602, 5.281, 1.818], [-2.242, 4.893, 5.116], [-2.471, 2.562, 4.318], [-1.613, 3.627, 0.446], [-1.368, 6.027, 1.072], [1.348, -0.635, -3.435], [2.036, -1.684, -4.591], [2.740, -2.752, -4.143], [3.333, -3.675, -4.935], [3.250, -3.566, -6.288], [2.531, -2.481, -6.817], [1.936, -1.563, -5.991], [2.799, -2.850, -3.133], [3.858, -4.470, -4.427], [3.724, -4.298, -6.923], [2.442, -2.373, -7.890], [1.368, -0.737, -6.391], [-3.544, 2.364, -1.059], [-2.298, 1.670, -1.104], [-3.955, 2.377, -0.047], [-4.273, 1.916, -1.737], [-3.366, 3.390, -1.378], [-2.481, 0.739, -0.886], [1.572, 2.330, -4.081], [1.993, 2.844, -2.733], [1.004, 2.362, -1.673], [1.208, 2.935, -0.362], [2.186, 2.657, -4.825], [0.620, 2.630, -4.299], [1.564, 1.267, -4.070], [2.026, 3.931, -2.784], [2.996, 2.464, -2.548], [1.082, 1.276, -1.594], [-0.021, 2.576, -1.998], [1.253, 3.946, -0.379], [2.010, 2.570, 0.141]]}

{"formula": "C4H4N2O2", "method": "ωB97M-V/def2-TZVPD", "de_lowest_kj_mol": 481.75, "total_energy_ev": -11283.547, "gap_ev": 9.29, "elements": ["C", "C", "C", "C", "H", "H", "H", "H", "N", "N", "O", "O"], "xyz": [[1.427, 0.906, -0.094], [-0.178, -1.004, 0.290], [-1.550, -1.066, -0.268], [-1.133, 1.098, -0.037], [2.136, -0.893, 0.544], [1.495, 1.945, -0.444], [0.589, -1.814, 0.461], [-1.991, -2.193, -0.500], [2.441, 0.231, -0.281], [0.137, 0.366, 0.361], [-2.140, 0.182, -0.114], [-1.232, 2.242, 0.082]]}

{"formula": "C48H62FN2O2RuS2Sb", "method": "ωB97M-V/def2-TZVPD", "de_lowest_kj_mol": 1749.79, "total_energy_ev": -91335.155, "multiplicity": 6, "charge": 1, "gap_ev": [3.43, 5.07], "elements": ["Ru", "N", "C", "C", "N", "H", "H", "H", "H", "H", "H", "H", "H", "C", "C", "C", "C", "C", "C", "C", "S", "O", "C", "C", "C", "C", "C", "C", "C", "C", "C", "C", "C", "C", "C", "C", "C", "C", "C", "C", "C", "C", "S", "O", "C", "C", "C", "C", "C", "C", "C", "H", "H", "H", "H", "H", "H", "H", "H", "H", "H", "H", "H", "H", "H", "H", "H", "H", "H", "H", "H", "H", "H", "H", "H", "H", "H", "F", "H", "C", "C", "C", "C", "Sb", "C", "C", "C", "C", "C", "C", "C", "C", "H", "H", "H", "H", "H", "H", "H", "H", "H", "H", "H", "H", "H", "H", "H", "H", "H", "H", "H", "H", "H", "H", "H", "H", "H", "H", "H"], "xyz": [[7.780, 21.232, 11.155], [4.939, 20.122, 12.689], [6.155, 20.883, 12.263], [7.383, 20.576, 13.057], [6.588, 21.213, 9.663], [8.580, 9.953, 22.425], [4.886, 19.184, 12.939], [5.819, 21.952, 11.992], [6.590, 20.274, 9.206], [7.825, 20.955, 14.015], [3.885, 20.202, 12.122], [7.503, 19.565, 13.023], [6.249, 22.116, 9.598], [18.196, 8.806, 16.116], [17.022, 9.616, 16.459], [15.890, 9.084, 17.092], [14.761, 9.832, 17.283], [14.791, 11.185, 16.918], [15.976, 11.848, 16.640], [17.049, 11.003, 16.219], [13.354, 12.273, 16.661], [13.503, 12.355, 14.959], [11.894, 11.337, 16.685], [11.188, 10.873, 15.515], [10.319, 9.795, 15.733], [10.392, 8.995, 16.908], [10.039, 7.655, 16.746], [10.249, 6.723, 17.774], [10.742, 7.170, 19.031], [11.245, 8.494, 19.154], [11.051, 9.454, 18.123], [11.517, 10.845, 17.984], [11.660, 11.773, 19.090], [11.309, 11.449, 20.419], [10.036, 10.672, 20.669], [9.716, 10.393, 22.004], [10.483, 10.809, 23.119], [11.663, 11.491, 22.916], [11.991, 11.948, 21.602], [12.960, 12.962, 21.330], [13.144, 13.467, 20.035], [12.284, 13.046, 19.006], [11.788, 14.402, 17.838], [10.371, 14.741, 18.346], [12.750, 15.895, 18.505], [14.187, 15.934, 18.372], [14.887, 16.927, 19.034], [14.168, 18.017, 19.592], [14.698, 19.440, 19.681], [12.876, 17.876, 20.024], [12.156, 16.718, 19.585], [19.100, 9.371, 16.068], [18.082, 8.194, 15.165], [18.312, 8.031, 16.917], [15.852, 7.993, 17.298], [13.849, 9.482, 17.713], [16.154, 12.954, 16.570], [18.004, 11.308, 15.753], [11.392, 11.171, 14.460], [9.747, 9.418, 14.902], [9.718, 7.325, 15.787], [9.941, 5.707, 17.461], [10.884, 6.525, 19.916], [11.823, 8.780, 20.028], [9.448, 10.369, 19.804], [8.655, 9.172, 22.870], [10.158, 10.628, 24.105], [12.384, 11.744, 23.729], [13.634, 13.394, 22.148], [13.934, 14.197, 19.931], [14.721, 15.253, 17.692], [15.925, 16.738, 19.256], [14.910, 19.761, 20.710], [14.052, 20.265, 19.213], [15.613, 19.505, 19.092], [12.498, 18.712, 20.622], [11.153, 16.528, 19.916], [10.664, 18.469, 11.819], [14.219, 12.843, 14.532], [7.205, 14.600, 4.627], [5.840, 14.607, 5.184], [4.740, 15.520, 4.600], [5.457, 13.596, 6.157], [8.863, 18.822, 10.606], [13.241, 6.610, 4.707], [13.815, 5.289, 4.962], [11.776, 6.744, 4.590], [14.169, 7.801, 4.420], [12.560, 17.507, 8.964], [12.813, 18.934, 8.510], [13.527, 16.827, 9.959], [11.474, 16.647, 8.404], [7.500, 15.444, 4.024], [7.340, 13.705, 3.913], [7.985, 14.551, 5.381], [4.388, 16.259, 5.290], [3.931, 14.848, 4.371], [5.185, 15.957, 3.748], [4.752, 13.968, 6.936], [6.353, 13.150, 6.681], [4.924, 12.707, 5.632], [13.260, 4.519, 4.334], [13.475, 4.922, 5.975], [14.893, 5.193, 4.784], [11.293, 6.680, 5.591], [11.293, 6.003, 3.923], [11.531, 7.760, 4.201], [14.257, 8.402, 5.331], [13.709, 8.467, 3.591], [15.118, 7.435, 4.057], [13.577, 19.377, 9.086], [11.976, 19.580, 8.634], [13.161, 18.936, 7.417], [13.539, 15.755, 9.722], [13.299, 16.941, 11.076], [14.508, 17.299, 9.779], [11.855, 16.069, 7.571], [10.594, 17.363, 8.191], [11.161, 15.910, 9.104]]}

{"formula": "C23H20AuN3O2", "method": "ωB97M-V/def2-TZVPD", "de_lowest_kj_mol": 0.00, "total_energy_ev": -36429.134, "multiplicity": 3, "gap_ev": [6.81, 6.05], "elements": ["Au", "C", "C", "O", "C", "C", "C", "N", "N", "C", "O", "C", "C", "C", "C", "C", "C", "H", "H", "H", "H", "H", "H", "H", "H", "H", "H", "H", "H", "C", "C", "C", "C", "N", "C", "C", "C", "C", "C", "C", "C", "H", "H", "H", "H", "H", "H", "H", "H"], "xyz": [[0.052, 0.831, 0.722], [1.951, 2.813, 4.234], [1.670, 1.880, 3.097], [0.554, 2.075, 2.463], [2.678, 0.880, 2.944], [2.779, -0.052, 1.894], [3.982, -0.989, 1.783], [1.832, -0.208, 0.930], [2.165, -1.036, -0.053], [1.210, -1.059, -1.016], [0.086, -0.463, -0.976], [1.494, -1.827, -2.290], [0.372, -2.178, -3.068], [0.466, -3.039, -4.182], [1.718, -3.439, -4.584], [2.819, -3.171, -3.789], [2.697, -2.449, -2.611], [2.528, 3.680, 3.954], [2.500, 2.292, 5.016], [0.969, 3.120, 4.733], [3.416, 0.790, 3.691], [3.545, -1.979, 1.545], [4.542, -1.030, 2.717], [4.671, -0.685, 0.971], [-0.584, -1.669, -2.836], [-0.438, -3.432, -4.656], [1.895, -4.007, -5.455], [3.831, -3.403, -4.111], [3.559, -2.337, -1.970], [-3.460, -2.448, 0.683], [-3.815, -1.807, -0.514], [-3.616, -0.429, -0.621], [-3.120, 0.316, 0.458], [-2.840, -0.332, 1.643], [-2.945, -1.637, 1.691], [-2.782, 1.755, 0.288], [-3.697, 2.624, -0.258], [-3.305, 3.925, -0.718], [-2.001, 4.356, -0.511], [-1.082, 3.444, 0.054], [-1.473, 2.151, 0.384], [-3.556, -3.539, 0.820], [-4.303, -2.306, -1.380], [-3.907, 0.179, -1.519], [-2.608, -2.004, 2.678], [-4.724, 2.206, -0.365], [-4.054, 4.558, -1.246], [-1.636, 5.351, -0.752], [-0.035, 3.726, 0.088]]}